[1]
Computed, not measured: C13H11Cl5MnN2O3S as an isolated structure, with ωB97M-V/def2-TZVPD.

Structure (XYZ):
```
36
Properties=species:S:1:pos:R:3:mulliken_spin:R:1
Mn -1.032 -0.177 0.975 0.999
Cl -5.517 2.831 -3.959 0.000
C -4.744 1.878 -2.735 0.001
C -3.421 2.123 -2.368 0.000
Cl -2.541 3.394 -3.151 0.000
C -2.803 1.363 -1.395 0.004
Cl -1.160 1.646 -0.943 -0.001
C -3.460 0.293 -0.711 -0.011
O -2.908 -0.421 0.167 0.005
C -4.814 0.076 -1.120 0.006
Cl -5.658 -1.206 -0.332 0.000
C -5.426 0.843 -2.094 0.000
Cl -7.072 0.519 -2.536 0.000
O -0.959 -1.800 1.831 -0.002
S -1.790 3.575 3.955 0.001
C -1.563 2.294 2.937 -0.001
N -1.398 1.392 2.221 0.003
O 0.966 0.207 0.761 0.016
C 2.075 -0.044 1.249 -0.008
C 3.261 0.773 0.790 -0.001
C 3.793 0.012 -0.446 0.001
C 4.016 -1.507 -0.268 -0.001
C 2.727 -2.374 -0.105 0.002
C 2.076 -2.459 1.284 -0.003
N 2.411 -1.144 1.941 -0.003
H 4.029 0.813 1.568 0.000
H 2.961 1.788 0.527 0.000
H 4.725 0.485 -0.774 0.000
H 3.068 0.150 -1.254 0.000
H 4.700 -1.686 0.574 0.000
H 4.550 -1.847 -1.164 0.000
H 2.954 -3.394 -0.440 0.000
H 2.014 -1.979 -0.848 -0.001
H 2.607 -3.201 1.895 -0.001
H -0.045 -2.149 1.729 -0.006
H 3.377 -1.064 2.239 0.001
```

Calculated values
HOMO-LUMO gap (alpha / beta)   4.469 / 4.460 eV
HOMO level (alpha / beta)   -0.0137 / -0.0134 hartree
2S+1   2
ΔE to the lowest compared entry with this formula, charge and spin   0.00 kcal per mole
Lowest unoccupied orbital energy (alpha / beta)   4.1 / 4.1 eV
Charge   -2
<S²>   1.19
Max |F|   0.41 eV/A
E   -4687.3572 hartree


[2]
Computed, not measured: an isolated ion of composition C3H8NOS and charge +1 in a non-equilibrium geometry, with ωB97M-V/def2-TZVPD.

Structure (XYZ):
```
14
Properties=species:S:1:pos:R:3:lowdin_charge:R:1
N -1.422 0.598 0.309 0.231
C 0.068 0.282 0.210 -0.289
C 0.500 1.021 -1.080 -0.172
O -0.084 2.015 -1.387 0.107
C 0.310 -1.222 0.138 -0.553
S 2.037 -1.656 -0.068 0.808
H -1.691 0.860 1.260 0.181
H -1.579 1.405 -0.304 0.148
H -1.995 -0.222 0.107 0.175
H 0.509 0.734 1.093 0.159
H 1.287 0.546 -1.676 0.128
H -0.114 -1.691 1.028 0.089
H -0.285 -1.633 -0.676 0.094
H 2.458 -1.038 1.046 -0.105
```

Calculated values
HOMO-LUMO gap   9.395 eV
HOMO level   -0.4982 hartree
ΔE to the lowest compared entry with this formula, charge and spin   7.65 kcal per mole
Lowest unoccupied orbital energy   -4.2 eV
SMILES   [NH3+][C@H](C=O)CS
Charge   +1
Max |F|   1.31 eV/A
E   -647.0123 hartree


[3]
Computed, not measured: C2F6NO3PdS2 as an isolated structure in a non-equilibrium geometry, with ωB97M-V/def2-TZVPD.

Structure (XYZ):
```
15
Properties=species:S:1:pos:R:3:mulliken_spin:R:1
O 1.585 2.831 -0.248 1.333
Pd 0.685 1.974 0.812 1.370
N 0.159 -0.575 0.312 0.006
S 1.193 0.312 -0.823 0.206
C 2.694 -0.472 -0.093 -0.005
F 2.769 -1.741 -0.471 0.004
F 2.695 -0.442 1.232 0.002
F 3.759 0.180 -0.548 -0.001
S -1.102 0.098 0.924 0.013
O -0.886 1.557 1.268 0.057
O -1.759 -0.681 1.966 0.015
C -2.395 0.231 -0.416 0.003
F -1.962 1.019 -1.386 -0.003
F -2.640 -0.974 -0.900 0.000
F -3.508 0.737 0.088 0.000
```

Calculated values
HOMO-LUMO gap (alpha / beta)   9.028 / 7.684 eV
HOMO level (alpha / beta)   -0.3402 / -0.3722 hartree
2S+1   4
ΔE to the lowest compared entry with this formula, charge and spin   31.11 kcal per mole
Lowest unoccupied orbital energy (alpha / beta)   -0.2 / -2.4 eV
Charge   0
<S²>   3.77
Max |F|   11.53 eV/A
E   -1879.8439 hartree